Entry 1:
A structure of composition C52H51CrF3N2O6S3, computed with the ωB97M-V functional and the def2-TZVPD basis.

Output
ΔE to the lowest compared entry with this formula, charge and spin in kJ/mol: 57.3
Multiplicity: 5
Net charge: -2
LUMO energy (spin up / spin down) in eV: 3.68 / 3.68
Frontier orbital gap (spin up / spin down) in Ha: 0.120 / 0.126
Highest occupied orbital energy (spin up / spin down) in eV: 0.4 / 0.3

Each line ends with the Löwdin charge.
Geometry (Å):
Cr 0.00 0.20 -0.81  0.566
O -0.51 0.28 1.68  -0.532
S -1.60 -0.36 2.47  1.015
C -1.02 -0.38 4.21  -0.299
C 0.07 0.66 4.53  -0.223
C 1.42 -0.05 4.63  -0.230
C 2.64 0.78 4.98  -0.327
S 3.32 1.87 3.68  0.940
O 2.20 2.63 3.06  -0.536
C 3.80 0.52 2.59  -0.397
C 5.07 -0.03 2.72  -0.122
C 5.40 -1.15 1.97  -0.101
C 4.46 -1.70 1.11  -0.060
C 3.20 -1.13 0.96  -0.035
C 2.87 0.01 1.69  -0.068
C -2.81 0.94 2.70  -0.372
C -2.50 2.22 2.28  -0.058
C -3.45 3.22 2.42  -0.079
C -4.69 2.95 2.98  -0.099
C -4.99 1.65 3.39  -0.088
C -4.05 0.64 3.24  -0.085
H -0.64 -1.39 4.37  0.050
H -1.91 -0.27 4.83  0.084
H -0.17 1.17 5.47  0.112
H 0.11 1.41 3.74  0.085
H 1.60 -0.58 3.69  0.108
H 1.34 -0.84 5.39  0.119
H 3.47 0.10 5.18  0.084
H 2.50 1.40 5.87  0.081
H 5.79 0.41 3.41  0.094
H 6.38 -1.58 2.06  0.092
H 4.70 -2.59 0.53  0.109
H 2.46 -1.54 0.28  0.083
H 1.91 0.49 1.56  0.091
H -1.54 2.38 1.81  0.090
H -3.23 4.23 2.09  0.087
H -5.43 3.73 3.07  0.092
H -5.97 1.42 3.79  0.097
H -4.30 -0.38 3.50  0.118
N -0.31 0.19 -3.11  -0.348
S 0.23 -1.05 -3.89  1.036
C -1.20 -1.90 -4.60  -0.353
C -2.45 -1.64 -4.05  -0.057
C -3.56 -2.33 -4.52  -0.074
C -3.41 -3.30 -5.51  -0.105
C -2.15 -3.58 -6.03  -0.096
C -1.04 -2.89 -5.57  -0.081
C 0.93 -0.55 -5.48  -0.370
C 2.20 -0.99 -5.80  -0.079
C 2.77 -0.62 -7.02  -0.084
C 2.07 0.20 -7.89  -0.108
C 0.79 0.65 -7.56  -0.095
C 0.23 0.27 -6.35  -0.079
H -0.89 0.84 -3.64  0.021
H -2.53 -0.91 -3.26  0.091
H -4.53 -2.13 -4.09  0.099
H -4.28 -3.84 -5.86  0.091
H -2.03 -4.34 -6.78  0.094
H -0.06 -3.11 -5.96  0.109
H 2.76 -1.58 -5.08  0.106
H 3.76 -0.96 -7.27  0.098
H 2.51 0.49 -8.84  0.090
H 0.25 1.29 -8.24  0.094
H -0.77 0.61 -6.08  0.111
C 4.32 1.05 -1.65  -0.010
C 2.93 0.47 -1.91  -0.694
O 2.78 -0.24 -2.92  -0.045
O 2.06 0.78 -1.04  -0.151
H 4.96 0.92 -2.52  0.061
H 4.77 0.52 -0.80  0.059
H 4.25 2.10 -1.37  0.063
F -4.90 0.28 -2.42  0.108
C -4.61 0.87 -1.23  -0.521
F -4.38 2.17 -1.50  0.109
F -5.74 0.83 -0.50  0.115
C -3.39 0.17 -0.52  -0.596
O -3.69 -0.62 0.38  0.025
O -2.30 0.53 -0.99  -0.059
C 0.28 -1.84 -0.65  -0.104
C 0.53 -3.01 -0.36  -0.211
C 0.84 -4.33 0.07  -0.216
C 1.43 -5.22 -0.89  -0.184
C 1.96 -4.70 -2.11  -0.047
C 2.50 -5.50 -3.08  -0.137
C 2.56 -6.89 -2.94  -0.167
C 2.03 -7.43 -1.77  -0.150
C 1.49 -6.63 -0.78  -0.074
C 0.59 -4.63 1.45  -0.178
C -0.25 -3.77 2.23  -0.045
C -0.50 -3.99 3.56  -0.142
C 0.09 -5.06 4.26  -0.163
C 0.94 -5.89 3.54  -0.149
C 1.19 -5.69 2.19  -0.072
H 1.91 -3.62 -2.26  0.088
H 2.90 -5.04 -3.99  0.082
H 2.99 -7.52 -3.71  0.066
H 2.03 -8.51 -1.63  0.080
H 1.04 -7.11 0.08  0.082
H -0.72 -2.94 1.71  0.070
H -1.17 -3.31 4.08  0.072
H -0.11 -5.22 5.31  0.066
H 1.44 -6.71 4.04  0.080
H 1.90 -6.34 1.70  0.080
C 0.01 5.04 1.39  -0.025
C 0.06 4.89 -0.14  -0.573
C 1.42 5.36 -0.67  -0.036
C -1.09 5.65 -0.81  -0.041
C -0.06 3.45 -0.45  -0.079
N -0.04 2.33 -0.65  0.211
H 0.12 6.10 1.64  0.088
H 0.80 4.46 1.87  0.078
H -0.95 4.69 1.79  0.064
H 1.57 6.40 -0.39  0.083
H 1.46 5.27 -1.76  0.090
H 2.22 4.76 -0.25  0.095
H -0.97 6.72 -0.61  0.083
H -2.05 5.33 -0.42  0.084
H -1.09 5.49 -1.88  0.089

***

Entry 2:
A structure of composition C52H53BrCl2N3O8P2Rb, computed with the ωB97M-V functional and the def2-TZVPD basis.

Output
ΔE to the lowest compared entry with this formula, charge and spin in kJ/mol: 86.2
Multiplicity: 1
Net charge: -2
LUMO energy in eV: 2.99
Frontier orbital gap in Ha: 0.179
Highest occupied orbital energy in eV: -1.9

Each line ends with the Löwdin charge.
Geometry (Å):
Rb 0.87 -0.42 0.21  0.848
C 4.33 0.60 1.79  -0.292
P 2.84 1.68 1.98  1.082
C 2.82 1.93 3.80  -0.351
C 3.13 0.89 4.68  -0.097
C 2.97 1.04 6.05  -0.100
C 2.48 2.23 6.58  -0.116
C 2.16 3.26 5.72  -0.101
C 2.32 3.11 4.35  -0.096
C 3.56 3.28 1.42  -0.357
C 4.64 3.92 2.03  -0.097
C 5.17 5.08 1.50  -0.103
C 4.63 5.61 0.33  -0.113
C 3.57 4.98 -0.29  -0.088
C 3.03 3.82 0.25  -0.078
C 4.68 0.48 0.33  -0.453
C 5.87 0.82 -0.28  -0.101
C 5.67 0.52 -1.67  -0.110
C 4.38 0.03 -1.75  -0.478
C 3.61 -0.29 -2.99  -0.290
P 2.54 1.14 -3.50  1.096
C 0.91 0.35 -3.73  -0.400
C -0.23 1.13 -3.56  -0.098
C -1.50 0.60 -3.75  -0.073
C -1.65 -0.73 -4.12  -0.083
C -0.53 -1.53 -4.27  -0.096
C 0.74 -1.00 -4.08  -0.116
C 3.04 1.33 -5.26  -0.370
C 2.43 0.73 -6.36  -0.083
C 2.92 0.93 -7.64  -0.103
C 4.04 1.73 -7.85  -0.119
C 4.66 2.33 -6.76  -0.106
C 4.15 2.15 -5.48  -0.116
N 3.75 0.01 -0.55  0.000
H 4.08 -0.38 2.22  0.057
H 5.17 1.01 2.36  0.083
H 3.48 -0.05 4.29  0.096
H 3.22 0.22 6.71  0.094
H 2.35 2.34 7.65  0.088
H 1.77 4.20 6.10  0.093
H 2.05 3.93 3.69  0.107
H 5.06 3.49 2.93  0.104
H 6.01 5.56 1.98  0.089
H 5.06 6.51 -0.10  0.088
H 3.16 5.38 -1.21  0.096
H 2.21 3.32 -0.24  0.091
H 6.75 1.22 0.19  0.071
H 6.37 0.65 -2.48  0.067
H 2.99 -1.18 -2.86  0.060
H 4.30 -0.50 -3.82  0.085
H -0.12 2.15 -3.22  0.099
H -2.37 1.21 -3.58  0.098
H -2.64 -1.17 -4.21  0.096
H -0.64 -2.58 -4.50  0.100
H 1.61 -1.63 -4.20  0.101
H 1.56 0.11 -6.21  0.093
H 2.43 0.46 -8.48  0.093
H 4.43 1.88 -8.85  0.088
H 5.53 2.96 -6.90  0.092
H 4.63 2.63 -4.64  0.097
C -5.44 -3.18 -4.30  -0.056
C -5.81 -3.31 -2.82  -0.564
C -5.88 -4.79 -2.45  -0.063
C -7.20 -2.71 -2.62  -0.073
C -4.76 -2.60 -1.97  -0.206
C -3.49 -3.14 -1.82  -0.119
C -2.52 -2.45 -1.14  -0.563
Br -0.81 -3.27 -0.94  0.762
C -2.67 -1.14 -0.59  -0.439
O -1.67 -0.54 -0.08  -0.298
C -4.01 -0.64 -0.67  -0.085
C -4.97 -1.37 -1.36  -0.017
C -4.52 0.64 0.02  -0.529
C -5.30 1.50 -0.99  -0.060
C -3.45 1.54 0.63  -0.055
C -5.47 0.23 1.15  -0.052
H -6.17 -3.68 -4.94  0.074
H -4.46 -3.63 -4.49  0.079
H -5.38 -2.14 -4.60  0.083
H -6.65 -5.29 -3.04  0.074
H -6.13 -4.92 -1.40  0.088
H -4.94 -5.31 -2.63  0.069
H -7.94 -3.29 -3.18  0.075
H -7.25 -1.68 -2.98  0.078
H -7.50 -2.71 -1.57  0.086
H -3.24 -4.11 -2.24  0.091
H -5.96 -0.94 -1.42  0.081
H -4.68 1.74 -1.85  0.081
H -5.60 2.44 -0.52  0.077
H -6.21 1.02 -1.35  0.064
H -2.77 1.95 -0.12  0.076
H -2.84 1.03 1.37  0.081
H -3.96 2.39 1.10  0.083
H -6.30 -0.39 0.78  0.072
H -5.90 1.11 1.63  0.077
H -4.94 -0.35 1.90  0.090
O -0.17 1.97 0.20  -0.227
H -0.10 1.88 1.16  -0.018
H -0.74 1.21 -0.04  -0.071
Cl 2.82 -2.82 0.54  0.548
C 2.33 -4.36 1.22  -1.010
Cl 2.37 -5.71 0.05  0.471
H 1.31 -4.28 1.58  0.020
H 3.02 -4.62 2.03  0.026
O -0.21 0.89 2.90  -0.030
C 0.34 -0.17 3.22  -0.698
O 1.27 -0.79 2.66  -0.245
C -0.18 -0.81 4.51  -0.061
C 0.21 -2.10 4.85  0.081
C -0.24 -2.64 6.04  -0.113
C -1.04 -1.96 6.94  0.064
C -1.39 -0.68 6.56  -0.111
C -1.00 -0.09 5.38  0.087
N -2.24 0.10 7.51  -0.344
O -2.49 -0.42 8.59  0.052
O -2.61 1.20 7.16  0.079
N 0.18 -4.03 6.41  -0.342
O 0.87 -4.64 5.61  0.073
O -0.20 -4.47 7.48  0.055
H 0.86 -2.64 4.19  0.127
H -1.36 -2.40 7.87  0.124
H -1.29 0.91 5.11  0.133

***

multiplicity of number 1 (C52H51CrF3N2O6S3)?
5

***

net charge of number 2 (C52H53BrCl2N3O8P2Rb)?
-2

***

What is the ΔE to the lowest compared entry with this formula, charge and spin in the second record?
86.2 kJ/mol